Record 1
# CH5NOS3

CH5NOS3 in the gas phase (the ωB97M-V functional and the def2-TZVPD basis, the Open Molecules 2025 dataset).

Calculated values
charge	0
energy	-1365.47105	a.u.
frontier orbital gap (spin up / spin down)	8.699 / 8.701	eV
ΔE to the lowest compared entry with this formula, charge and spin	79.7	kcal/mol
structure (SMILES)	CS[S@@](N)(=O)=S
LUMO (spin up / spin down)	-0.6965 / -0.6950	eV

Structure (XYZ):
```
11
Properties=species:S:1:pos:R:3:mulliken_charge:R:1
C 1.240 -0.776 -1.381 -0.668
S 0.739 -1.277 0.282 -0.004
S -0.662 0.220 0.268 0.662
N -0.888 0.479 1.953 -0.513
O 0.325 1.823 -0.504 -0.651
S -2.282 -0.142 -0.557 -0.285
H 0.395 -1.217 -2.043 0.266
H 2.319 -1.094 -1.486 0.336
H 1.134 0.242 -1.304 0.311
H -0.412 1.229 2.514 0.266
H -1.907 0.512 2.259 0.280
```

---

Record 2
# CH5NOSi

CH5NOSi in the gas phase (the ωB97M-V functional and the def2-TZVPD basis, the Open Molecules 2025 dataset).

Calculated values
charge	0
energy	-460.55268	a.u.
frontier orbital gap	10.262	eV
ΔE to the lowest compared entry with this formula, charge and spin	5.9	kcal/mol
structure (SMILES)	NC(=O)[SiH3]
LUMO	0.8470	eV

Structure (XYZ):
```
9
Properties=species:S:1:pos:R:3:mulliken_charge:R:1
N 1.436 0.978 0.261 -0.450
C 1.143 -0.341 -0.029 0.470
O 2.020 -1.119 -0.296 -0.546
Si -0.675 -0.868 0.016 0.331
H 2.355 1.096 0.694 0.224
H 0.768 1.605 0.486 0.194
H -0.797 -0.680 -1.427 -0.068
H -0.758 -2.315 0.222 -0.084
H -1.471 -0.295 1.208 -0.072
```

---

Record 3
# CH5NP2

CH5NP2 in the gas phase (the ωB97M-V functional and the def2-TZVPD basis, the Open Molecules 2025 dataset).

Calculated values
charge	0
energy	-778.50522	a.u.
frontier orbital gap	8.018	eV
ΔE to the lowest compared entry with this formula, charge and spin	5.4	kcal/mol
structure (SMILES)	[H]/P=N/PC
LUMO	-0.6115	eV

Structure (XYZ):
```
9
Properties=species:S:1:pos:R:3:mulliken_charge:R:1
H -3.220 0.292 0.869 0.050
P -2.140 0.621 0.007 0.023
N -1.210 -0.560 0.475 -0.193
P 0.187 -1.116 -0.191 0.089
C 1.238 0.390 -0.506 -0.854
H 0.829 -1.673 1.107 0.043
H 0.740 1.280 -0.121 0.280
H 1.355 0.489 -1.585 0.258
H 2.221 0.277 -0.056 0.304
```